No. 1
Molecular formula: C5H6O2
Method: DFT, ωB97M-V with the def2-TZVPD basis set

```
13
Properties=species:S:1:pos:R:3:forces:R:3
C 0.167 2.105 -1.224 -0.35 -0.26 0.28
C -0.653 1.484 -0.599 0.33 0.20 -0.23
O -1.578 0.866 0.086 0.17 0.17 -0.09
C -1.523 -0.525 0.189 0.10 -0.31 -0.01
C -0.440 -1.289 0.244 -0.16 0.11 0.03
C 1.014 -0.867 0.291 -0.02 -0.25 -0.26
O 1.317 -0.032 1.391 -0.06 0.29 0.01
H 0.865 2.646 -1.820 -0.10 -0.08 0.13
H -2.534 -0.908 0.266 0.15 0.03 -0.02
H -0.653 -2.352 0.327 0.01 0.13 0.00
H 1.312 -0.395 -0.654 -0.05 -0.08 0.14
H 1.628 -1.763 0.414 -0.10 0.11 -0.01
H 1.032 0.864 1.168 0.08 -0.07 0.04
```
Positions in Å, forces in eV/Å.

The orbital gap is 10.32 eV. The energy above the lowest of the compared OMol25 structures with the same formula, charge and spin is 85.43 kcal/mol. Its total charge is 0.

Mulliken population analysis, charges in e, atoms 1 to 2:
1. C -0.163
2. C -0.074

***

No. 2
Molecular formula: C3H4Cl4S3V
Method: DFT, ωB97M-V with the def2-TZVPD basis set

```
15
Properties=species:S:1:pos:R:3:forces:R:3
V 0.104 -0.005 0.176 -0.19 0.05 -0.21
Cl 0.252 1.370 -1.944 0.20 0.23 -0.54
C -0.983 2.437 -1.243 -0.14 0.08 0.14
Cl -1.496 1.699 0.292 -1.11 0.97 0.11
H -1.832 2.489 -1.914 0.02 0.00 -0.03
H -0.546 3.409 -1.046 0.06 -0.03 0.04
Cl 1.499 -1.744 -0.479 1.06 -1.08 -0.45
C 0.150 -2.720 -1.097 0.12 -0.06 0.00
Cl -1.301 -1.695 -1.012 -0.53 -0.42 -0.30
H 0.014 -3.586 -0.460 -0.03 0.04 0.05
H 0.339 -2.984 -2.130 -0.02 -0.02 0.00
S 1.435 0.627 4.340 -0.09 -0.05 -0.14
C 0.967 0.345 2.794 0.31 0.12 0.52
S -0.247 -0.800 2.313 -0.62 -0.54 0.66
S 1.644 1.157 1.409 0.95 0.70 0.14
```
Positions in Å, forces in eV/Å.

Its spin multiplicity is 4. The orbital gap (alpha / beta) is 6.74 / 6.61 eV. The energy above the lowest of the compared OMol25 structures with the same formula, charge and spin is 3.66 kcal/mol. Its total charge is 0.

Mulliken population analysis, charges in e, atoms 1 to 2:
1. V 0.113
2. Cl -0.121

***

No. 3
Molecular formula: C14H22IrN2O8P2SSe4
Method: DFT, ωB97M-V with the def2-TZVPD basis set

```
54
Properties=species:S:1:pos:R:3:forces:R:3
Ir 0.715 0.167 0.687 0.33 -0.05 0.11
Se 1.855 0.995 2.653 -0.14 0.05 0.12
Se 3.424 -0.571 2.610 -0.04 0.01 -0.19
Se 3.575 0.579 -1.081 0.09 -0.03 -0.03
Se 1.814 1.753 -0.639 -0.13 -0.12 0.20
C -1.753 1.023 6.006 0.00 -0.01 -0.01
C -2.731 1.305 4.876 0.00 0.00 -0.01
N -2.048 1.773 3.667 -0.04 0.06 0.04
C -1.914 3.224 3.527 -0.03 -0.03 0.01
C -3.083 3.851 2.783 0.01 0.00 0.00
C -1.563 0.893 2.789 0.13 -0.04 -0.03
S -0.982 1.543 1.272 -0.17 0.08 -0.23
N -1.701 -0.390 3.102 0.07 -0.05 0.07
C -1.092 -1.409 2.519 -0.16 0.13 -0.03
O -0.087 -1.382 1.758 0.15 -0.20 -0.03
C -1.628 -2.766 2.819 0.01 0.00 0.02
C -1.235 -3.839 2.024 0.01 0.00 0.02
C -1.735 -5.106 2.278 0.00 0.00 0.00
C -2.617 -5.306 3.331 0.00 0.00 0.00
C -3.006 -4.238 4.129 0.00 -0.01 -0.01
C -2.517 -2.968 3.870 0.00 0.00 -0.01
H -2.291 0.719 6.904 0.00 0.00 0.01
H -1.163 1.908 6.247 0.00 0.01 0.00
H -1.072 0.222 5.720 0.00 0.00 0.00
H -3.441 2.084 5.157 0.00 0.00 0.02
H -3.291 0.408 4.623 -0.01 0.01 0.00
H -0.974 3.440 3.023 0.00 0.00 0.00
H -1.847 3.626 4.539 0.01 0.00 0.01
H -3.130 3.485 1.758 0.00 0.00 -0.01
H -2.968 4.935 2.753 0.00 0.01 0.00
H -4.030 3.623 3.275 -0.01 0.00 0.00
H -0.540 -3.668 1.212 0.00 0.00 0.00
H -1.433 -5.938 1.656 0.00 0.00 0.00
H -3.002 -6.298 3.532 0.00 0.00 0.00
H -3.689 -4.397 4.953 0.00 0.00 0.00
H -2.812 -2.125 4.481 0.01 0.00 0.00
C -0.914 -0.594 -4.784 -0.10 0.08 0.09
C -0.355 -0.099 -3.446 0.00 -0.02 -0.13
O 1.010 0.289 -3.587 0.16 -0.03 0.08
P -1.210 1.404 -2.903 -0.15 0.19 0.18
O -1.170 2.357 -4.173 -0.06 0.02 -0.05
O -2.746 1.017 -2.834 0.08 0.26 0.01
O -0.656 2.027 -1.679 0.01 0.01 -0.25
P -0.462 -1.454 -2.191 0.06 -0.28 0.21
O -2.049 -1.370 -1.824 -0.13 -0.24 0.10
O -0.109 -2.732 -2.837 -0.06 0.10 0.05
O 0.286 -1.093 -0.922 0.02 0.27 -0.17
H -0.699 0.146 -5.553 -0.01 0.02 0.00
H -1.992 -0.749 -4.732 0.02 -0.02 0.00
H -0.443 -1.541 -5.038 0.04 -0.03 0.00
H 1.535 -0.515 -3.694 0.03 0.00 -0.04
H -1.015 3.277 -3.925 0.05 -0.02 0.01
H -2.894 0.300 -2.193 0.02 -0.09 -0.07
H -2.429 -2.257 -1.798 -0.03 -0.01 -0.02
```
Positions in Å, forces in eV/Å.

Its spin multiplicity is 2. The orbital gap (alpha / beta) is 5.50 / 5.62 eV. The energy above the lowest of the compared OMol25 structures with the same formula, charge and spin is 0.00 kcal/mol. Its total charge is 0.

Mulliken population analysis, charges in e, atoms 1 to 2:
1. Ir 2.332
2. Se -0.139

***

No. 4
Molecular formula: C13H31Br3N2O2
Method: DFT, ωB97M-V with the def2-TZVPD basis set

```
51
Properties=species:S:1:pos:R:3:forces:R:3
C -7.369 -3.982 8.765 0.23 0.53 0.56
C -6.119 -4.890 8.591 -1.75 0.59 -1.33
N -6.117 -5.613 7.219 -1.37 -0.60 1.20
C -6.205 -4.628 6.102 0.25 -0.69 0.17
C -4.773 -6.364 7.133 -0.14 -2.24 -0.15
C -4.679 -7.364 5.920 -1.10 1.18 0.41
C -7.442 -6.551 7.119 0.13 -0.45 -0.53
C -7.647 -7.598 8.215 1.22 1.19 -2.01
O -6.533 -8.486 8.057 -1.61 -0.81 2.82
C -6.796 -9.641 8.918 -0.41 -0.10 0.64
H -7.294 -3.613 9.788 -0.24 -0.26 0.24
H -8.369 -4.391 8.616 0.29 -0.68 0.25
H -7.442 -3.038 8.226 0.78 -0.15 -0.57
H -6.118 -5.640 9.381 0.32 0.01 -0.23
H -5.235 -4.252 8.603 0.11 -0.31 0.10
H -6.164 -5.293 5.240 0.20 0.78 -0.38
H -5.345 -3.971 6.238 -0.07 0.04 -0.53
H -7.132 -4.054 6.093 0.10 -0.21 0.23
H -4.692 -6.931 8.061 -0.40 -0.14 -0.08
H -3.892 -5.726 7.203 -0.56 0.84 -0.50
H -4.665 -6.779 5.000 0.53 -0.21 -0.15
H -5.591 -7.957 5.855 0.13 -0.06 0.23
H -3.861 -8.082 5.978 0.17 0.48 0.16
H -7.517 -7.083 6.171 1.27 0.08 -0.25
H -8.381 -6.011 7.000 0.51 1.19 0.62
H -8.578 -8.111 7.971 -0.17 -0.07 0.05
H -7.807 -7.002 9.113 0.54 -0.85 0.91
H -7.213 -9.501 9.916 0.77 1.78 0.71
H -5.901 -10.229 9.122 -0.17 -0.08 -0.88
H -7.719 -10.169 8.678 0.48 -0.74 -1.72
Br -7.507 -6.010 2.818 0.02 -0.04 -0.02
C -8.920 -9.483 2.055 1.52 -2.77 -0.57
O -7.945 -10.061 2.569 -1.44 1.36 -0.53
N -9.835 -10.167 1.280 0.93 0.84 0.35
C -9.624 -11.545 0.763 -0.30 0.22 0.24
C -11.041 -9.514 0.796 -0.13 -0.69 -0.74
H -9.002 -8.385 2.080 -0.64 -0.13 0.16
H -8.885 -12.162 1.274 -0.21 0.55 0.63
H -9.293 -11.591 -0.274 -0.08 0.66 -0.22
H -10.600 -12.029 0.787 0.08 -0.20 0.15
H -11.179 -8.477 1.102 0.24 -0.23 0.38
H -11.073 -9.526 -0.294 0.24 0.14 -0.22
H -11.889 -10.143 1.068 -0.25 0.31 0.38
Br -6.883 -1.531 3.989 -0.62 -0.67 -1.09
C -7.511 -2.301 2.234 -0.76 1.08 -0.82
C -8.341 -1.242 1.374 1.81 -0.19 0.75
Br -7.063 0.231 0.878 -0.96 -0.64 0.31
H -8.143 -3.176 2.385 -0.10 0.12 0.55
H -6.609 -2.651 1.732 -0.07 0.40 0.00
H -9.203 -0.861 1.922 0.38 0.25 0.10
H -8.697 -1.603 0.410 0.30 -0.41 0.21
```
Positions in Å, forces in eV/Å.

Its spin multiplicity is 2. The orbital gap (alpha / beta) is 9.05 / 4.54 eV. Its total charge is +1.

Mulliken population analysis, charges in e, atoms 1 to 2:
1. C -1.288
2. C -0.439

***

Question: Which value of total charge does entry 1 give?
Answer: 0

***

Question: The highest total charge belongs to which entry?
Answer: C13H31Br3N2O2

***

Question: Look up the total charge of the second one.
Answer: 0

***

Question: Which value of total charge does entry 4 give?
Answer: +1